C20H18F4N2O2S | ωB97M-V/def2-TZVPD

- LUMO energy: 0.011 Eh
- Kohn-Sham gap: 8.7 eV

Positions of all 47 atoms, in Å:
O1 0.250 1.696 2.710
O2 0.266 0.554 1.868
C1 -0.341 0.872 0.623
N1 0.289 0.263 -0.520
C2 1.335 1.043 -1.126
C3 0.973 1.933 -2.140
C4 1.930 2.742 -2.734
C5 3.251 2.630 -2.329
C6 4.299 3.481 -2.994
F1 4.855 2.852 -4.040
F2 5.296 3.782 -2.163
F3 3.811 4.624 -3.456
C7 3.640 1.722 -1.347
C8 2.672 0.928 -0.747
S1 3.108 -0.232 0.510
C9 1.909 -1.484 0.156
C10 2.221 -2.822 0.356
C11 1.272 -3.794 0.071
C12 0.031 -3.449 -0.448
C13 -0.278 -2.113 -0.676
C14 -1.597 -1.747 -1.307
C15 -1.407 -1.474 -2.792
F4 -0.869 -2.597 -3.404
C16 0.651 -1.120 -0.337
H1 -0.645 1.698 3.079
H2 -0.380 1.950 0.503
H3 -1.380 0.521 0.668
H4 -0.065 1.982 -2.427
H5 1.628 3.429 -3.505
H6 4.671 1.625 -1.055
H7 3.192 -3.107 0.727
H8 1.529 -4.830 0.237
H9 -0.677 -4.219 -0.705
H10 -2.322 -2.542 -1.172
H11 -1.978 -0.827 -0.873
H12 -2.346 -1.237 -3.284
H13 -0.690 -0.671 -2.923
N2 -3.483 0.452 2.831
C17 -3.026 -0.817 3.076
C18 -3.649 -1.274 4.204
C19 -4.519 -0.243 4.657
C20 -4.396 0.808 3.790
H14 -3.198 1.032 2.065
H15 -2.300 -1.279 2.428
H16 -3.500 -2.240 4.656
H17 -5.160 -0.273 5.521
H18 -4.875 1.771 3.771

***

C20H18IrN6O3 | ωB97M-V/def2-TZVPD

- ⟨S²⟩: 0.7825
- Spin multiplicity: 2
- LUMO energy (spin up / spin down): -0.282 / -0.324 Eh
- Net charge: +2
- Kohn-Sham gap (spin up / spin down): 6.9 / 6.3 eV

Positions of all 48 atoms, in Å:
Ir1 1.689 -0.427 -1.260
C1 0.854 5.519 1.262
C2 0.710 4.047 1.016
C3 1.010 3.123 2.018
C4 0.930 1.762 1.791
C5 0.524 1.304 0.546
N1 0.465 -0.081 0.216
C6 -0.431 -0.910 0.774
C7 -1.397 -0.378 1.687
C8 -2.318 -1.171 2.300
C9 -2.388 -2.549 2.020
C10 -3.430 -3.409 2.648
C11 -1.497 -3.074 1.078
C12 -0.532 -2.307 0.468
N2 0.320 -2.928 -0.475
C13 0.525 -4.259 -0.633
C14 1.174 -4.458 -1.822
C15 1.346 -3.180 -2.356
N3 0.820 -2.262 -1.547
C16 0.218 2.215 -0.468
C17 0.315 3.573 -0.235
N4 -0.236 1.726 -1.728
C18 -1.096 2.306 -2.591
C19 -1.163 1.525 -3.719
C20 -0.300 0.457 -3.478
N5 0.260 0.588 -2.279
H1 0.629 5.768 2.298
H2 0.201 6.100 0.613
H3 1.882 5.831 1.066
H4 1.325 3.481 2.990
H5 1.188 1.050 2.566
H6 -1.386 0.683 1.882
H7 -3.025 -0.732 2.992
H8 -3.681 -3.059 3.647
H9 -3.119 -4.450 2.700
H10 -4.347 -3.367 2.051
H11 -1.599 -4.116 0.809
H12 0.197 -4.968 0.108
H13 1.496 -5.392 -2.248
H14 1.844 -2.888 -3.267
H15 0.101 4.276 -1.030
H16 -1.612 3.215 -2.332
H17 -1.762 1.695 -4.597
H18 -0.065 -0.390 -4.102
O1 3.069 1.024 -0.799
N6 3.917 0.148 -0.315
O2 4.955 0.407 0.138
O3 3.420 -1.071 -0.403

***

C20H18N2O8 | ωB97M-V/def2-TZVPD

- LUMO energy: 0.017 Eh
- Kohn-Sham gap: 8.5 eV

Positions of all 48 atoms, in Å:
O1 -0.775 -1.947 -0.342
C1 0.018 -1.029 -0.371
N1 -0.310 0.282 -0.337
C2 -1.592 0.904 -0.247
O2 -1.629 2.110 -0.223
N2 -2.610 0.029 -0.200
C3 -3.979 0.307 -0.097
C4 -4.842 -0.782 -0.051
C5 -6.211 -0.591 0.050
C6 -6.729 0.708 0.083
C7 -5.857 1.788 0.057
C8 -4.492 1.599 -0.027
H1 -3.826 2.444 -0.048
H2 -6.274 2.781 0.099
O3 -8.079 0.953 0.137
C9 -8.861 -0.177 -0.179
C10 -8.327 -1.408 0.552
H3 -8.928 -2.292 0.334
O4 -7.016 -1.698 0.121
H4 -8.332 -1.215 1.634
H5 -9.882 0.057 0.130
H6 -8.835 -0.361 -1.262
H7 -4.466 -1.792 -0.087
H8 -2.357 -0.958 -0.235
H9 0.451 0.951 -0.366
C11 1.515 -1.303 -0.449
H10 1.730 -1.867 -1.365
H11 1.800 -1.937 0.398
O5 2.269 -0.096 -0.430
C12 3.565 -0.201 -0.770
O6 4.094 -1.219 -1.104
C13 4.248 1.163 -0.653
O7 5.528 1.129 -1.221
C14 6.448 0.447 -0.452
C15 7.641 0.056 -1.043
C16 8.582 -0.640 -0.311
C17 8.335 -0.961 1.014
C18 7.158 -0.562 1.615
C19 6.214 0.155 0.893
O8 5.062 0.553 1.536
C20 4.347 1.540 0.838
H12 3.361 1.605 1.299
H13 4.858 2.510 0.913
H14 6.945 -0.790 2.648
H15 9.063 -1.518 1.583
H16 9.506 -0.942 -0.780
H17 7.800 0.303 -2.081
H18 3.671 1.911 -1.205

***

C20H18N3OTi | ωB97M-V/def2-TZVPD

- LUMO energy: -0.199 Eh
- Net charge: +1
- Kohn-Sham gap: 6.3 eV

Positions of all 43 atoms, in Å:
C1 -3.587 -0.694 0.493
C2 -3.030 -0.159 1.698
C3 -1.858 0.584 1.361
H1 -3.452 -0.205 2.706
C4 -1.774 0.616 -0.081
C5 -2.815 -0.221 -0.619
H2 -3.013 -0.387 -1.677
H3 -4.486 -1.308 0.404
H4 -1.204 1.098 2.062
H5 -1.103 1.201 -0.691
C6 0.764 -2.367 0.366
C7 -0.137 -3.472 0.140
C8 -0.856 -3.225 -1.080
H6 -0.198 -4.371 0.755
C9 -0.449 -1.946 -1.588
C10 0.624 -1.474 -0.754
H7 1.321 -0.700 -1.042
H8 1.485 -2.275 1.173
H9 -1.480 -3.937 -1.619
H10 -0.788 -1.476 -2.503
Ti1 -1.311 -1.454 0.474
O1 0.874 0.821 0.309
C11 1.308 1.606 1.411
C12 1.129 2.366 0.095
H11 0.576 1.859 2.192
H12 2.307 1.324 1.757
H13 0.149 2.858 -0.096
H14 1.397 4.717 -1.298
C13 2.317 4.119 -1.295
C14 2.305 2.835 -0.667
C15 3.497 2.061 -0.719
H15 3.481 1.048 -0.314
C16 4.669 2.623 -1.242
H16 5.588 2.024 -1.243
C17 4.681 3.923 -1.762
H17 5.609 4.358 -2.125
C18 3.483 4.645 -1.840
H18 3.466 5.624 -2.323
N1 -2.355 -2.903 1.427
C19 -3.045 -3.790 1.789
N2 -3.619 -4.748 2.358
C20 -4.741 -5.318 1.948
N3 -5.730 -5.883 1.658

***

C20H18N7PtS2 | ωB97M-V/def2-TZVPD

- LUMO energy: -0.130 Eh
- Net charge: +1
- Kohn-Sham gap: 6.6 eV

Positions of all 48 atoms, in Å:
Pt1 -0.070 -0.145 -0.272
C1 -2.256 3.658 0.706
C2 -1.305 2.574 0.311
N1 -1.596 1.326 0.364
N2 -2.811 0.880 0.685
C3 -3.133 -0.224 0.079
N3 -4.314 -0.796 0.359
S1 -2.176 -0.951 -1.198
C4 0.000 2.870 -0.287
C5 0.585 4.132 -0.251
C6 1.776 4.342 -0.921
C7 2.354 3.291 -1.620
C8 1.717 2.065 -1.614
N4 0.573 1.854 -0.959
H1 -3.257 3.244 0.790
H2 -2.256 4.467 -0.024
H3 -1.973 4.070 1.677
H4 -4.956 -0.345 0.989
H5 -4.619 -1.587 -0.177
H6 0.107 4.924 0.307
H7 2.249 5.315 -0.906
H8 3.280 3.425 -2.161
H9 2.119 1.218 -2.155
N5 4.000 -1.147 0.457
C9 4.788 0.024 0.358
C10 6.068 -0.047 -0.164
C11 6.851 1.097 -0.253
C12 6.349 2.316 0.169
C13 5.054 2.393 0.668
C14 4.282 1.251 0.768
S2 2.643 1.342 1.450
N6 1.950 -0.098 0.903
C15 2.647 -1.124 0.560
C16 1.896 -2.362 0.301
C17 2.451 -3.623 0.450
C18 1.646 -4.737 0.279
C19 0.306 -4.553 -0.008
C20 -0.175 -3.261 -0.140
N7 0.602 -2.187 -0.013
H10 4.424 -1.981 0.086
H11 6.462 -1.004 -0.487
H12 7.854 1.023 -0.648
H13 6.958 3.207 0.118
H14 4.648 3.338 1.010
H15 3.490 -3.748 0.722
H16 2.065 -5.729 0.379
H17 -0.371 -5.387 -0.128
H18 -1.212 -3.074 -0.373

***

It is found that the DFT total energy values, taken in the order of the records, are -49810.0516; -38934.6473; -40392.9160; -50655.3990; -56374.4364 eV.